[1]
Below is a molecular structure, C31H47NO2P2RhS2 in a non-equilibrium geometry, with properties calculated with ωB97M-V/def2-TZVPD.

The multiplicity is 5. The expectation value of S² is 6.0298. Its charge is +1. The value obtained for the molecular weight is 694.7 g/mol.

Geometry as XYZ:
```
86
Properties=species:S:1:pos:R:3:mulliken_spin:R:1
Rh -0.364 -0.690 -4.548 1.36
C -0.697 -2.073 0.804 0.25
C 0.686 -2.095 0.451 0.14
C 0.440 -0.747 2.318 0.06
C -0.839 -1.255 1.966 0.27
C 1.376 -1.238 1.361 0.15
C -1.822 -2.707 0.095 -0.03
H -1.533 -3.034 -0.909 0.00
H -2.649 -1.986 -0.007 0.01
H -2.225 -3.582 0.633 0.02
C -2.104 -0.948 2.660 0.01
H -2.975 -1.115 2.009 0.00
H -2.127 0.105 2.977 0.01
H -2.242 -1.571 3.566 0.02
C 0.743 0.150 3.449 0.02
H 1.369 -0.342 4.206 0.00
H -0.182 0.486 3.931 0.00
H 1.275 1.056 3.119 0.00
C 2.790 -0.848 1.264 0.02
H 3.464 -1.574 1.755 0.03
H 2.945 0.128 1.746 0.00
H 3.107 -0.767 0.212 0.00
C 1.291 -2.765 -0.722 0.02
H 2.051 -3.511 -0.428 0.00
H 1.799 -2.059 -1.416 0.00
H 0.537 -3.303 -1.306 0.00
C -1.937 0.793 -5.498 0.08
C -1.797 -0.668 -5.840 -0.10
C -1.266 -1.104 -7.219 0.11
C 0.271 -1.031 -7.297 0.06
C 0.942 -0.655 -6.000 0.11
C 0.811 0.673 -5.427 -0.04
C 0.217 1.869 -6.186 0.00
C -1.278 1.770 -6.475 -0.01
H -1.729 -0.569 -8.061 0.00
H 0.591 -0.357 -8.096 0.00
H -1.551 -2.160 -7.351 0.00
H -1.475 1.453 -7.515 0.00
H -2.997 1.073 -5.427 0.01
H -2.615 -1.292 -5.448 -0.03
H -1.752 2.761 -6.347 0.00
H 0.400 2.804 -5.622 0.00
H 1.646 0.961 -4.782 0.01
H 0.774 1.974 -7.125 0.00
H 0.694 -2.007 -7.552 0.00
H 1.909 -1.133 -5.760 -0.03
P -1.355 1.233 -3.582 0.19
P 1.254 1.906 -1.241 0.31
C -0.796 2.948 -2.978 0.05
C 0.637 3.165 -2.478 0.02
H -1.469 3.181 -2.140 0.01
H -0.982 3.656 -3.796 0.00
H 1.368 3.196 -3.305 0.00
H 0.754 4.122 -1.936 -0.01
C 2.452 2.844 -0.283 0.06
H 3.089 2.152 0.284 -0.01
H 1.863 3.481 0.398 -0.02
H 3.032 3.460 -0.992 0.02
C 2.494 1.107 -2.368 0.15
H 2.854 1.895 -3.040 0.00
H 2.049 0.296 -2.955 0.01
H 3.352 0.733 -1.793 0.00
C -3.024 1.170 -2.916 0.04
H -3.178 0.237 -2.378 0.00
H -3.730 1.222 -3.757 0.00
H -3.202 2.034 -2.264 0.00
C -1.040 -2.131 -3.297 0.06
H -0.551 -1.976 -2.323 0.03
H -0.706 -3.076 -3.740 0.04
H -2.136 -2.072 -3.250 0.00
O 0.700 5.607 2.591 0.00
S 0.528 4.182 2.640 0.00
O 1.536 3.378 3.310 0.00
N 0.192 3.561 1.133 0.03
C -0.879 2.776 1.089 0.04
S -0.990 1.575 -0.139 0.43
C -1.756 2.977 2.245 -0.03
C -3.028 2.488 2.564 0.01
C -3.571 2.751 3.827 0.01
C -2.839 3.456 4.800 0.00
C -1.559 3.946 4.496 0.00
C -1.069 3.712 3.220 -0.01
H -3.576 1.940 1.797 0.00
H -4.579 2.411 4.069 0.00
H -3.255 3.635 5.790 0.00
H -0.948 4.515 5.200 0.00
```

[2]
Below is 7 unconnected molecules or ions with the total composition C14H16Cl5O14 in a non-equilibrium geometry, with properties calculated with ωB97M-V/def2-TZVPD.

Its charge is -1. The value obtained for the molecular weight is 585.5 g/mol.

Geometry as XYZ:
```
49
Properties=species:S:1:pos:R:3:lowdin_charge:R:1
Cl -0.412 -0.653 2.328 0.67
O -0.491 -1.489 1.162 -0.36
O -1.204 -1.186 3.379 -0.34
O 0.945 -0.459 2.747 -0.34
O -0.947 0.656 1.884 -0.40
C 3.365 3.299 0.591 0.08
C 3.771 3.964 -0.484 -0.24
C 2.811 4.461 -1.528 -0.33
O 3.163 5.095 -2.498 0.10
C 1.407 4.089 -1.297 0.07
C 1.018 3.422 -0.203 -0.23
C 1.944 3.030 0.876 -0.32
O 1.573 2.556 1.915 0.15
O -0.256 3.001 -0.065 0.10
O 5.031 4.416 -0.614 0.09
H 4.053 3.081 1.399 0.13
H 0.679 4.218 -2.087 0.13
H -0.286 2.285 0.604 0.09
H 5.136 4.891 -1.449 0.11
C 0.922 -5.051 -2.063 0.08
C 0.847 -3.774 -1.639 -0.23
C 0.273 -2.673 -2.447 -0.31
O 0.254 -1.510 -2.112 0.14
C -0.270 -3.086 -3.750 0.07
C -0.195 -4.333 -4.187 -0.24
C 0.567 -5.401 -3.468 -0.32
O 0.895 -6.444 -3.980 0.11
O -0.742 -4.727 -5.360 0.09
O 1.378 -3.413 -0.463 0.11
H 1.271 -5.821 -1.392 0.13
H -0.816 -2.371 -4.354 0.14
H -0.426 -5.626 -5.546 0.11
H 1.030 -2.523 -0.247 0.10
O -2.752 1.237 -0.313 -0.07
H -2.255 1.159 -1.134 0.04
H -2.256 0.700 0.328 -0.01
O 3.864 0.012 2.914 -0.08
H 3.673 0.764 3.483 0.03
H 2.993 -0.247 2.578 -0.01
C -4.200 -1.170 1.176 -1.02
Cl -5.262 -1.945 2.363 0.49
Cl -4.458 -1.981 -0.374 0.50
H -4.506 -0.135 1.105 0.01
H -3.160 -1.335 1.434 0.00
C -3.570 2.174 4.035 -1.04
Cl -2.988 1.061 5.260 0.54
Cl -4.153 3.709 4.712 0.48
H -2.828 2.328 3.256 0.02
H -4.431 1.748 3.525 0.02
```

[3]
Below is 4 unconnected molecules or ions with the total composition C25H54N3O13P4S in a non-equilibrium geometry, with properties calculated with ωB97M-V/def2-TZVPD.

Its charge is +1. The value obtained for the molecular weight is 760.7 g/mol.

Geometry as XYZ:
```
100
Properties=species:S:1:pos:R:3:lowdin_charge:R:1
C 2.564 3.915 3.309 0.11
C 1.963 4.592 2.506 -0.14
C 1.332 5.407 1.424 -0.18
C 1.552 4.795 0.000 -0.16
C 0.257 4.248 -0.697 -0.16
C -0.775 3.647 0.248 -0.13
C -0.467 2.539 1.103 -0.05
C 0.884 1.881 1.088 -0.11
C 0.795 0.399 0.576 -0.14
C -0.040 0.229 -0.726 -0.14
C -1.202 -0.778 -0.574 -0.21
O -2.285 -0.258 0.193 -0.21
C -3.469 -0.103 -0.563 -0.11
C -1.563 2.139 1.940 -0.18
C -1.271 0.978 2.915 0.02
N -2.777 2.621 1.992 0.20
N -3.046 3.607 1.162 -0.09
C -4.436 4.107 1.198 -0.19
N -5.110 3.718 -0.055 0.04
C -2.105 4.093 0.362 -0.26
P -2.590 5.501 -0.797 0.43
S -2.578 4.853 -2.621 0.21
H 2.971 3.074 3.843 0.04
H 0.288 5.661 1.657 0.11
H 1.890 6.360 1.445 0.12
H 2.374 4.074 0.067 0.10
H 1.918 5.614 -0.640 0.12
H 0.560 3.445 -1.389 0.13
H -0.146 5.061 -1.310 0.04
H 1.357 1.848 2.081 0.11
H 1.586 2.395 0.426 0.10
H 0.461 -0.280 1.371 0.10
H 1.828 0.089 0.342 0.12
H 0.618 -0.219 -1.493 0.12
H -0.420 1.170 -1.160 0.11
H -0.797 -1.686 -0.085 0.12
H -1.530 -1.122 -1.572 0.13
H -4.123 0.580 0.016 0.07
H -4.046 -1.039 -0.672 0.10
H -3.309 0.378 -1.545 0.10
H -2.093 0.845 3.631 0.08
H -0.336 1.201 3.455 0.10
H -1.124 0.027 2.394 0.07
H -4.947 3.586 2.019 0.13
H -4.477 5.193 1.338 0.11
H -4.551 3.042 -0.572 0.06
H -5.967 3.218 0.164 0.09
H -3.777 6.129 -0.372 -0.01
H -1.554 6.456 -0.608 0.00
C -5.124 3.093 8.770 -0.09
O -5.233 1.787 8.184 -0.22
P -3.891 1.113 7.644 0.34
O -2.783 2.041 7.434 -0.22
O -4.382 0.343 6.341 -0.22
C -4.809 1.154 5.250 -0.11
O -3.595 -0.052 8.665 -0.19
C -4.498 -1.162 8.739 -0.09
H -4.882 3.825 8.001 0.09
H -6.085 3.347 9.211 0.09
H -4.360 3.107 9.546 0.09
H -4.051 1.903 5.011 0.07
H -5.755 1.642 5.492 0.09
H -4.952 0.518 4.379 0.09
H -4.310 -1.845 7.912 0.09
H -5.536 -0.829 8.714 0.09
H -4.317 -1.685 9.675 0.09
C 1.172 -5.272 -3.752 -0.08
O 1.768 -5.338 -2.447 -0.22
P 2.437 -4.008 -1.881 0.34
O 2.717 -2.991 -2.890 -0.22
O 3.699 -4.555 -1.097 -0.22
C 4.740 -5.141 -1.893 -0.07
O 1.462 -3.535 -0.724 -0.22
C 1.336 -4.346 0.449 -0.09
H 1.950 -5.156 -4.508 0.08
H 0.643 -6.205 -3.930 0.09
H 0.468 -4.442 -3.815 0.09
H 5.028 -4.471 -2.703 0.08
H 4.403 -6.092 -2.305 0.09
H 5.600 -5.315 -1.251 0.09
H 2.190 -4.180 1.105 0.09
H 1.269 -5.404 0.192 0.09
H 0.428 -4.051 0.973 0.08
C 4.538 -2.077 -5.896 -0.09
O 5.034 -2.775 -7.046 -0.22
P 4.843 -4.360 -7.063 0.34
O 4.557 -4.953 -5.757 -0.22
O 6.172 -4.869 -7.765 -0.21
C 7.391 -4.693 -7.039 -0.09
O 3.734 -4.613 -8.159 -0.20
C 4.031 -4.317 -9.529 -0.09
H 5.146 -2.322 -5.026 0.08
H 4.607 -1.007 -6.083 0.09
H 3.499 -2.341 -5.704 0.08
H 7.297 -5.091 -6.028 0.09
H 7.651 -3.634 -6.998 0.09
H 8.178 -5.231 -7.561 0.09
H 4.631 -5.119 -9.956 0.09
H 4.561 -3.369 -9.622 0.09
H 3.091 -4.253 -10.073 0.09
```

DFT total energy (computed, hartree): -3003.766239 -3897.233441 -3890.895226